The following is a quantum chemistry calculation of a 9-piece molecular cluster, C11H40O9 overall, from the Open Molecules 2025 dataset.

The geometry in XYZ format:
```
60
Properties=species:S:1:pos:R:3:mulliken_charge:R:1
C 3.589 -1.693 -2.591 -1.02
C 3.340 -0.390 -3.408 0.43
C 1.899 0.089 -3.184 -0.94
O 4.253 0.595 -3.020 -0.17
H 4.661 -1.850 -2.473 0.42
H 3.167 -2.573 -3.075 0.42
H 3.237 -1.715 -1.559 0.14
H 3.538 -0.586 -4.462 0.35
H 1.680 1.047 -3.657 0.36
H 1.721 0.212 -2.116 0.04
H 1.205 -0.595 -3.673 0.44
H 3.925 0.900 -2.171 0.51
C -0.841 -0.783 0.316 -0.17
O -1.101 0.526 0.741 -0.13
H -0.712 -1.506 1.122 0.32
H -1.663 -1.045 -0.350 0.27
H 0.095 -0.729 -0.239 -0.29
H -2.003 0.582 1.062 0.04
C 1.735 -4.081 -0.042 -0.36
O 1.313 -4.592 1.185 -0.55
H 1.167 -3.175 -0.256 0.00
H 2.790 -3.811 -0.016 0.24
H 1.651 -4.757 -0.893 0.34
H 1.388 -3.972 1.915 0.45
C -3.696 0.121 3.084 -0.54
O -3.688 1.115 2.096 -0.48
H -4.684 -0.338 3.036 0.29
H -2.999 -0.658 2.773 0.17
H -3.579 0.472 4.109 0.28
H -4.176 1.890 2.383 0.27
C -4.250 -0.416 -2.712 -0.58
O -2.961 -0.999 -2.774 -0.48
H -4.262 0.319 -3.517 0.28
H -5.103 -1.094 -2.699 0.34
H -4.460 0.209 -1.844 0.14
H -3.034 -1.766 -2.201 0.27
C 0.072 3.271 2.195 -0.24
O 0.434 4.377 2.964 -0.55
H 0.609 2.379 2.519 0.18
H -0.991 3.039 2.129 0.19
H 0.386 3.373 1.156 0.11
H 1.346 4.616 2.779 0.29
C 0.433 -2.085 3.996 -0.56
O 1.315 -2.614 2.997 -0.53
H -0.517 -2.620 3.997 0.26
H 0.896 -2.159 4.980 0.31
H 0.317 -1.020 3.794 0.17
H 2.069 -2.020 3.018 0.25
C 3.054 1.432 0.401 -0.27
O 3.956 1.733 -0.595 -0.61
H 2.702 0.417 0.218 0.10
H 3.494 1.366 1.396 0.34
H 2.228 2.143 0.413 0.11
H 4.130 2.677 -0.562 0.32
C -2.869 2.753 -1.245 -0.33
O -3.636 3.180 -2.374 -0.55
H -3.415 2.905 -0.314 0.19
H -2.701 1.686 -1.388 0.12
H -1.907 3.263 -1.200 0.25
H -4.546 2.953 -2.165 0.33
```

## Properties
* spin multiplicity: 2
* energy relative to the best compared isomer or geometry (same formula, charge and spin): 88.79 kcal/mol
* HOMO (spin up / spin down): -12.0709 / -12.0708 eV
* LUMO (spin up / spin down): -2.63 / -9.17 eV
* total charge: +1
* max |F|: 2.81 eV/Å

---

The following is a quantum chemistry calculation of C11H41B2F3HgO9S as an isolated structure, from the Open Molecules 2025 dataset.

The geometry in XYZ format:
```
68
Properties=species:S:1:pos:R:3:mulliken_charge:R:1
Hg -18.429 -2.391 -22.950 0.59
O -12.163 1.651 -24.626 -0.37
H -11.333 1.179 -24.732 0.45
H -12.620 1.784 -25.459 0.45
H -12.712 1.254 -23.946 0.44
O -14.201 -4.957 -18.590 -0.38
H -13.648 -4.940 -19.374 0.47
H -15.118 -4.735 -18.768 0.45
H -14.124 -5.855 -18.261 0.45
B -18.576 -0.779 -26.723 0.02
H -19.542 -0.923 -26.264 -0.11
H -18.407 0.245 -26.426 -0.04
H -17.778 -1.369 -26.300 -0.20
H -18.679 -0.842 -27.795 -0.11
B -15.101 -0.379 -21.513 0.32
H -15.090 -1.216 -20.832 -0.29
H -14.702 -0.725 -22.454 -0.28
H -16.115 -0.093 -21.744 -0.26
H -14.523 0.427 -21.088 -0.33
C -12.754 -4.543 -25.932 0.59
F -11.906 -3.731 -25.330 -0.23
F -13.567 -3.881 -26.703 -0.21
F -12.080 -5.534 -26.614 -0.24
S -13.635 -5.518 -24.461 1.04
O -12.719 -5.213 -23.383 -0.67
O -14.932 -4.887 -24.219 -0.63
O -13.695 -6.938 -24.844 -0.65
C -19.875 -4.363 -17.901 -0.53
O -18.945 -4.274 -18.947 -0.45
H -19.579 -3.861 -16.980 0.24
H -20.908 -4.109 -18.139 0.25
H -20.047 -5.399 -17.608 0.25
C -10.044 1.959 -17.633 -1.09
C -9.938 2.398 -19.055 0.36
C -8.569 3.045 -19.435 -1.29
O -10.098 1.253 -19.859 -0.58
H -9.912 2.808 -16.962 0.34
H -9.249 1.214 -17.640 0.30
H -10.969 1.388 -17.555 0.31
H -10.681 3.125 -19.383 0.32
H -8.382 3.972 -18.893 0.37
H -8.570 3.165 -20.519 0.30
H -7.737 2.404 -19.146 0.33
H -11.039 1.062 -19.836 0.31
C -21.915 2.850 -20.652 -1.23
C -22.024 1.323 -20.759 0.28
C -23.451 0.791 -21.077 -1.10
O -21.349 0.928 -21.948 -0.53
H -22.201 3.246 -19.678 0.35
H -22.465 3.373 -21.434 0.31
H -20.886 3.192 -20.772 0.37
H -21.604 0.759 -19.926 0.29
H -24.154 1.357 -20.466 0.32
H -23.659 -0.256 -20.860 0.30
H -23.688 0.888 -22.137 0.30
H -21.773 1.381 -22.681 0.33
C -16.559 1.371 -15.688 -1.21
C -17.254 2.740 -16.073 0.46
C -17.486 3.546 -14.811 -1.22
O -16.521 3.385 -17.089 -0.55
H -17.241 0.808 -15.050 0.33
H -15.608 1.574 -15.196 0.32
H -16.328 0.796 -16.585 0.38
H -18.253 2.536 -16.458 0.18
H -18.082 2.907 -14.159 0.35
H -18.087 4.420 -15.062 0.32
H -16.524 3.914 -14.453 0.34
H -16.250 2.690 -17.693 0.31
```

## Properties
* HOMO: -7.6823 eV
* LUMO: -5.40 eV
* max |F|: 4.96 eV/Å

---

The following is a quantum chemistry calculation of C11H44BF6NO15S2V as an isolated structure, from the Open Molecules 2025 dataset.

The geometry in XYZ format:
```
81
Properties=species:S:1:pos:R:3:mulliken_charge:R:1
V -22.423 -14.528 -12.014 0.77
B -20.846 -11.050 -15.128 0.17
F -20.825 -10.558 -13.859 -0.41
F -21.100 -12.400 -14.983 -0.09
F -21.904 -10.449 -15.777 -0.38
F -19.611 -10.712 -15.724 -0.37
N -20.952 -15.018 -13.252 1.58
S -20.569 -15.875 -14.561 0.33
O -20.002 -17.173 -14.254 -0.46
O -20.567 -15.238 -15.867 -0.54
F -22.007 -16.483 -14.657 -0.34
S -19.276 -14.504 -13.459 0.30
O -18.865 -13.733 -14.592 -0.45
O -18.310 -15.434 -12.928 -0.15
F -19.353 -13.429 -12.272 -0.39
C -16.744 -11.406 -12.764 -0.29
O -16.237 -11.868 -11.507 -0.52
H -17.152 -12.255 -13.312 -0.12
H -17.376 -10.556 -12.510 0.25
H -15.897 -10.944 -13.271 0.42
H -15.473 -11.360 -11.225 0.27
C -15.464 -16.157 -15.008 -0.10
O -15.213 -15.732 -16.360 -0.54
H -16.410 -16.674 -14.847 -0.14
H -14.611 -16.760 -14.695 0.38
H -15.472 -15.252 -14.401 0.04
H -14.735 -14.905 -16.265 0.32
C -20.387 -14.935 -9.436 -0.69
O -21.084 -14.081 -10.353 -0.06
H -20.852 -15.911 -9.294 0.24
H -19.347 -15.057 -9.738 0.19
H -20.355 -14.488 -8.442 0.39
H -20.698 -13.216 -10.198 0.18
C -20.316 -18.881 -11.332 -1.24
O -20.041 -17.506 -11.209 -0.33
H -21.191 -19.131 -10.731 0.43
H -20.596 -19.173 -12.345 0.36
H -19.459 -19.504 -11.077 0.50
H -19.135 -17.504 -10.889 0.29
C -17.936 -14.007 -18.586 -0.66
O -18.451 -14.827 -17.567 -0.44
H -16.939 -13.692 -18.279 0.22
H -17.613 -14.723 -19.342 0.26
H -18.684 -13.292 -18.928 0.29
H -19.102 -14.385 -17.016 0.25
C -24.002 -15.646 -17.570 -0.42
O -24.080 -16.977 -17.018 -0.49
H -24.845 -14.992 -17.349 0.28
H -23.115 -15.118 -17.220 0.01
H -23.926 -15.647 -18.658 0.36
H -23.271 -17.385 -17.333 0.30
C -23.997 -13.514 -14.559 -0.31
O -23.848 -14.545 -13.573 -0.13
H -23.770 -12.510 -14.198 0.17
H -23.376 -13.748 -15.424 -0.07
H -25.022 -13.510 -14.930 0.45
H -24.421 -15.264 -13.849 0.23
C -22.477 -11.423 -11.573 -0.97
O -22.127 -12.470 -12.487 0.49
H -21.546 -10.874 -11.430 0.33
H -23.205 -10.726 -11.989 0.34
H -22.809 -11.808 -10.608 0.39
H -21.695 -12.023 -13.218 0.19
C -17.363 -19.005 -13.482 -0.05
O -16.135 -19.581 -13.101 -0.53
H -17.314 -17.934 -13.286 -0.25
H -17.460 -19.015 -14.567 0.31
H -18.262 -19.472 -13.080 0.27
H -16.266 -19.775 -12.170 0.28
C -23.621 -17.706 -11.668 -0.80
O -22.584 -16.627 -11.519 -0.07
H -24.016 -17.880 -12.669 0.33
H -23.254 -18.685 -11.360 0.28
H -24.534 -17.441 -11.134 0.39
H -21.800 -17.170 -11.406 0.05
C -14.417 -15.403 -11.473 -0.68
O -15.758 -15.732 -11.760 -0.31
H -13.773 -15.950 -12.161 0.26
H -14.257 -14.343 -11.671 0.27
H -14.237 -15.706 -10.441 0.22
H -16.114 -15.023 -12.302 0.14
```

## Properties
* spin multiplicity: 3
* HOMO (spin up / spin down): -10.9299 / -10.9350 eV
* LUMO (spin up / spin down): -7.61 / -6.46 eV
* total charge: +1
* max |F|: 11.55 eV/Å

---

The following is a quantum chemistry calculation of a 12-piece molecular cluster, C11H44ClN22O15 overall, from the Open Molecules 2025 dataset.

The geometry in XYZ format:
```
93
Properties=species:S:1:pos:R:3:mulliken_charge:R:1
Cl -0.615 0.046 0.003 0.99
O 0.191 1.250 0.254 -0.12
O -0.701 -0.016 -1.447 -0.55
O 0.031 -1.218 0.339 -0.35
O -1.856 0.274 0.645 -0.62
C -1.758 -4.508 0.050 0.68
O -1.248 -4.727 1.154 -0.73
N -1.799 -5.311 -0.955 -0.33
N -2.163 -3.364 -0.337 -0.30
H -1.652 -6.302 -1.080 0.20
H -2.456 -4.969 -1.642 0.18
H -1.963 -2.654 0.352 0.03
H -2.211 -3.145 -1.322 0.26
C -0.973 3.409 4.118 0.65
O -1.824 4.103 3.562 -0.35
N -0.556 3.711 5.302 -0.43
N -0.468 2.310 3.635 0.14
H -0.769 3.007 5.995 0.27
H -0.786 4.658 5.568 0.27
H -0.849 2.216 2.704 -0.09
H 0.313 1.774 3.985 0.21
C 1.879 1.393 -3.992 0.75
O 1.057 1.482 -4.846 -0.72
N 1.587 1.565 -2.758 0.09
N 3.118 1.257 -4.276 -0.38
H 0.613 1.429 -2.529 -0.24
H 2.283 1.521 -2.027 0.30
H 3.856 1.386 -3.598 0.16
H 3.285 1.137 -5.265 0.23
C 3.673 0.497 0.509 0.52
O 3.256 1.166 -0.426 -0.72
N 2.962 -0.184 1.376 -0.23
N 4.852 0.557 1.007 -0.47
H 3.428 -0.585 2.178 0.15
H 1.967 -0.295 1.243 -0.13
H 5.196 -0.147 1.645 0.19
H 5.443 1.025 0.335 0.28
C -4.103 2.021 -3.340 0.62
O -4.615 2.622 -2.388 -0.70
N -4.783 1.806 -4.408 -0.39
N -2.875 1.601 -3.377 -0.20
H -5.743 2.122 -4.405 0.24
H -4.390 1.579 -5.310 0.18
H -2.343 1.529 -4.232 0.23
H -2.545 1.711 -2.429 -0.01
C -0.109 -3.109 -3.925 0.53
O -1.234 -2.791 -3.699 -0.70
N 0.138 -4.205 -4.608 -0.45
N 0.956 -2.374 -3.681 -0.17
H 1.063 -4.502 -4.330 0.25
H -0.638 -4.827 -4.781 0.27
H 0.673 -1.433 -3.448 0.10
H 1.928 -2.646 -3.722 0.19
C 0.826 -1.447 4.411 0.60
O 1.337 -1.865 5.408 -0.74
N -0.245 -0.589 4.492 -0.14
N 1.186 -1.997 3.298 -0.17
H -0.662 -0.463 5.403 0.15
H -0.813 -0.353 3.691 0.06
H 0.548 -1.841 2.531 0.02
H 1.543 -2.912 3.534 0.24
C -0.648 4.962 -0.471 0.79
O -0.903 4.797 0.688 -0.51
N -0.145 6.066 -0.879 -0.42
N -0.752 4.031 -1.341 -0.14
H 0.248 5.989 -1.806 0.16
H 0.268 6.775 -0.290 0.27
H -1.166 3.149 -1.076 -0.09
H -0.499 4.168 -2.309 0.17
C -4.070 -0.741 3.596 0.62
O -3.138 -0.572 4.298 -0.59
N -5.069 -1.527 3.786 -0.43
N -4.087 -0.362 2.315 -0.21
H -5.913 -1.539 3.231 0.18
H -5.139 -1.901 4.721 0.25
H -3.310 0.140 1.909 0.13
H -4.814 -0.634 1.668 0.18
C 2.928 4.117 1.340 0.44
O 3.342 5.216 1.672 -0.75
N 2.516 3.185 2.305 -0.24
N 2.713 3.890 0.044 -0.07
H 2.957 3.351 3.198 0.22
H 2.273 2.255 1.994 0.12
H 3.177 4.621 -0.477 0.23
H 2.452 2.967 -0.271 0.03
C 2.252 -5.201 -1.455 0.63
O 2.555 -4.691 -2.513 -0.70
N 2.622 -6.426 -1.180 -0.48
N 1.589 -4.701 -0.448 -0.17
H 2.800 -6.812 -0.264 0.18
H 2.901 -6.877 -2.040 0.22
H 1.161 -3.786 -0.441 0.02
H 1.457 -5.297 0.357 0.18
```

## Properties
* spin multiplicity: 2
* energy relative to the best compared isomer or geometry (same formula, charge and spin): 1.85 kcal/mol
* HOMO (spin up / spin down): -8.9986 / -8.9986 eV
* LUMO (spin up / spin down): 0.09 / -5.59 eV
* max |F|: 6.47 eV/Å